Entry 1:
75
Properties=species:S:1:pos:R:3:lowdin_charge:R:1 method="wB97M-V/def2-TZVPD" homo_ev=-8.40 gap_ha=0.2801 spin_multiplicity=1 smiles=c1ccc(CCCc2cnc3ccccc3n2)cc1.CCCCCC.CCCCCC e_lumo_ha=-0.0285 e_tot_ev=-33757.615
C 2.2413 -2.5136 1.2932 -0.08
C 2.4994 -1.1230 1.9734 -0.08
C 2.3845 0.2290 1.1735 -0.03
C 1.9792 0.1859 -0.3229 -0.16
C 1.8752 1.5246 -1.2306 -0.18
C 1.6229 2.8645 -0.3831 -0.20
C 0.0756 3.2174 -0.1082 -0.15
C -0.9521 2.0384 -0.4381 -0.20
C -1.4975 1.8930 -1.8904 -0.05
N -2.4367 0.9054 -2.3597 0.08
C -2.8334 0.0872 -1.2437 -0.18
C -3.9116 -1.0401 -1.5380 -0.01
C -4.4886 -1.9947 -0.4717 -0.08
C -3.9616 -1.8872 0.9995 -0.07
C -2.8813 -0.7917 1.3096 0.00
C -2.3155 0.1959 0.2126 -0.16
N -1.3553 1.1849 0.6316 0.12
C 1.6861 -1.1937 -1.0394 -0.03
C 1.8136 -2.5297 -0.2274 -0.07
H 2.3653 -3.4826 1.9065 0.08
H 2.7794 -1.0765 3.0928 0.08
H 2.6153 1.1754 1.7616 0.08
H 2.9290 1.6382 -1.7063 0.12
H 1.1609 1.3913 -2.1272 0.09
H 2.0463 3.7357 -1.0235 0.11
H 2.2544 2.8889 0.5874 0.10
H -0.3071 4.1604 -0.6269 0.11
H -0.0192 3.4142 1.0305 0.12
H -1.1023 2.6470 -2.6731 0.11
H -4.3097 -1.1349 -2.6160 0.10
H -5.2931 -2.7779 -0.7360 0.09
H -4.3837 -2.5782 1.8230 0.09
H -2.5416 -0.7246 2.4025 0.09
H 1.4110 -1.1623 -2.1441 0.09
H 1.5993 -3.5453 -0.7210 0.08
C 3.7134 -2.3405 8.5103 -0.12
C 2.6293 -1.3757 8.0501 -0.27
C 1.2176 -1.9551 8.1567 -0.23
C 0.9488 -3.1890 7.2899 -0.23
C 1.1857 -2.9992 5.7906 -0.27
C 0.2741 -1.9530 5.1638 -0.11
H 3.7438 -3.2394 7.8898 0.07
H 4.6947 -1.8624 8.4472 0.07
H 3.5511 -2.6430 9.5485 0.08
H 2.8345 -1.0528 7.0251 0.10
H 2.6806 -0.4744 8.6710 0.10
H 0.4965 -1.1698 7.9053 0.10
H 1.0203 -2.2189 9.2022 0.11
H -0.0900 -3.5015 7.4476 0.11
H 1.5683 -4.0218 7.6399 0.10
H 1.0113 -3.9571 5.2889 0.10
H 2.2315 -2.7383 5.5975 0.09
H -0.7776 -2.2151 5.3105 0.08
H 0.4593 -1.8894 4.0877 0.05
H 0.4457 -0.9610 5.5883 0.07
C 0.7932 1.9710 -5.4818 -0.11
C -0.3003 2.9233 -5.9465 -0.27
C -1.7064 2.3312 -5.8342 -0.23
C -1.9632 1.0899 -6.6933 -0.22
C -1.7297 1.2731 -8.1941 -0.27
C -2.6526 2.3062 -8.8260 -0.12
H 0.8309 1.0688 -6.0969 0.07
H 1.7702 2.4576 -5.5491 0.07
H 0.6347 1.6731 -4.4413 0.05
H -0.0993 3.2420 -6.9736 0.10
H -0.2564 3.8291 -5.3308 0.10
H -2.4349 3.1088 -6.0891 0.10
H -1.8964 2.0718 -4.7862 0.07
H -2.9985 0.7677 -6.5326 0.11
H -1.3349 0.2656 -6.3390 0.10
H -1.8946 0.3106 -8.6899 0.10
H -0.6869 1.5436 -8.3898 0.10
H -3.7013 2.0344 -8.6766 0.08
H -2.4697 2.3660 -9.9026 0.07
H -2.4909 3.3023 -8.4076 0.07

***

Entry 2:
80
Properties=species:S:1:pos:R:3:lowdin_charge:R:1 method="wB97M-V/def2-TZVPD" homo_ev=-8.01 gap_ha=0.1822 spin_multiplicity=1 total_charge=+1 e_lumo_ha=-0.1121 e_tot_ev=-42324.637
C 2.2832 3.2777 3.0122 -0.04
C 1.1933 2.3097 2.5965 -0.39
C 0.8509 1.3420 3.7090 -0.06
N 1.5849 1.5464 1.4036 -0.05
N 2.2198 0.3910 1.5156 0.15
N 2.5082 0.0238 0.2421 0.00
C 3.2346 -1.2586 0.0669 -0.38
C 2.4037 -2.3922 0.6294 -0.05
C 4.6071 -1.1795 0.7061 -0.05
C 2.0585 0.9308 -0.6670 -0.09
C 2.2160 0.7158 -2.1757 -0.52
C 1.6073 1.8685 -2.9792 -0.06
C 1.4748 -0.5575 -2.6037 -0.03
C 3.7081 0.6680 -2.5319 -0.03
C 1.4565 1.9638 0.0807 -0.24
C 0.8076 3.1427 -0.2575 -0.04
H 1.9575 3.8455 3.8903 0.09
H 3.1968 2.7318 3.2759 0.09
H 2.5004 3.9874 2.2091 0.08
H 0.3102 2.8800 2.3017 0.12
H 0.5040 1.9127 4.5774 0.09
H 0.0461 0.6639 3.4122 0.08
H 1.7257 0.7514 3.9992 0.08
H 3.3571 -1.4103 -1.0029 0.10
H 2.8979 -3.3466 0.4084 0.09
H 2.2987 -2.2973 1.7157 0.08
H 1.4098 -2.4230 0.1695 0.08
H 5.1598 -2.1022 0.4867 0.09
H 5.1897 -0.3459 0.2992 0.08
H 4.5302 -1.0736 1.7939 0.08
H 2.1110 2.8101 -2.7325 0.09
H 1.7487 1.6765 -4.0549 0.10
H 0.5287 1.9506 -2.7907 0.07
H 1.8627 -1.4595 -2.1202 0.07
H 0.4081 -0.4613 -2.3586 0.09
H 1.5749 -0.6827 -3.6897 0.10
H 4.2436 -0.1534 -2.0456 0.07
H 3.8199 0.5519 -3.6170 0.09
H 4.1779 1.6120 -2.2298 0.10
H 0.7775 3.4192 -1.3014 0.00
H 0.4584 3.7995 0.5357 0.01
C -6.0742 5.5756 -3.3152 -0.13
C -4.7979 4.8032 -3.5296 -0.06
N -3.7558 5.2458 -2.4991 -0.19
C -2.4343 4.5123 -2.6892 -0.05
C -2.5504 3.0465 -2.4704 -0.13
C -2.3877 2.4483 -1.2611 0.03
C -2.6110 1.0611 -1.0731 -0.15
C -2.9555 0.2805 -2.1842 -0.17
O -3.0262 0.8410 -3.4404 0.14
C -2.8497 2.1877 -3.6261 -0.40
O -2.9748 2.6099 -4.7678 0.10
C -3.2103 -1.0861 -2.0894 0.02
C -3.1140 -1.6910 -0.8454 -0.05
C -2.7720 -0.9331 0.2862 -0.07
C -2.5218 0.4244 0.1832 -0.01
C -4.3227 5.0251 -1.0947 -0.07
C -5.6133 5.7912 -0.9484 -0.13
N -5.9397 6.5340 -2.1923 -0.13
C -4.8340 7.4854 -2.4933 -0.13
C -3.5311 6.7535 -2.6782 -0.07
H -6.3212 6.1436 -4.2178 0.13
H -6.8903 4.8857 -3.0748 0.13
H -4.9481 3.7284 -3.3962 0.14
H -4.3544 4.9957 -4.5149 0.15
H -2.1006 4.7426 -3.7088 0.15
H -1.7428 4.9727 -1.9672 0.15
H -2.1090 3.0444 -0.3904 0.12
H -3.4784 -1.6412 -2.9838 0.13
H -3.3104 -2.7592 -0.7498 0.12
H -2.7145 -1.4208 1.2590 0.11
H -2.2727 1.0464 1.0462 0.12
H -4.4821 3.9503 -0.9761 0.13
H -3.5565 5.3801 -0.3940 0.14
H -6.4381 5.0986 -0.7482 0.13
H -5.5280 6.5189 -0.1349 0.13
H -5.1004 8.0218 -3.4091 0.13
H -4.7619 8.1847 -1.6544 0.13
H -2.7918 7.0472 -1.9257 0.14
H -3.1288 6.8862 -3.6875 0.14

***

Entry 3:
101
Properties=species:S:1:pos:R:3:lowdin_charge:R:1 method="wB97M-V/def2-TZVPD" homo_ev=-3.69 gap_ha=0.1971 spin_multiplicity=1 total_charge=-1 e_lumo_ha=0.0614 relative_energy_ev=0.0000 e_tot_ev=-146187.434
C 3.2913 0.4504 1.4049 -0.11
O 4.0359 -0.6620 0.7991 -0.14
B 3.2221 -1.0507 -0.3693 -0.47
O 2.3717 -2.2490 -0.3520 0.00
Ga 3.3693 0.2318 -2.0490 0.44
C 1.4318 0.7209 -2.5926 -0.24
C 1.0532 2.1860 -2.0666 -0.25
C -0.5198 2.5259 -2.0463 -0.17
C -1.4677 1.4255 -2.6985 -0.20
O -1.2761 1.1728 -4.1143 -0.08
C -1.0153 2.3469 -4.8512 -0.24
O -0.2298 2.2328 -5.8316 0.01
C 4.4292 -0.7620 -3.5228 -0.17
C 3.6529 -1.9835 -4.1767 -0.39
O 2.8135 -2.6953 -3.5999 0.04
F 4.0054 -2.3012 -5.5447 -0.05
C 4.3355 1.9890 -1.5496 -0.27
C 4.6858 2.9655 -2.7764 -0.72
C 4.2842 4.4680 -2.3656 -0.17
Cl 3.8129 2.5792 -4.3498 0.55
H 3.0384 0.2038 2.4983 0.09
H 3.8940 1.4277 1.3676 0.09
H 2.3046 0.5556 0.8181 0.08
H 1.4404 -1.9914 -0.1589 0.06
H 1.4357 0.7834 -3.7479 0.06
H 0.7261 -0.1063 -2.2514 0.04
H 1.4414 2.2526 -0.9769 0.09
H 1.5894 3.0398 -2.6181 0.07
H -0.6926 3.6060 -2.4429 0.08
H -0.8187 2.5868 -0.9294 0.11
H -1.3348 0.4691 -2.0661 0.09
H -2.5602 1.7604 -2.5004 0.13
H -1.4578 3.3557 -4.5433 0.14
H 5.3838 -1.1774 -3.0277 0.07
H 4.7909 -0.0973 -4.3854 0.04
H 3.7213 2.5386 -0.7462 0.04
H 5.3344 1.6797 -1.0530 0.07
H 5.8067 2.9400 -2.9986 0.09
H 4.8931 5.1720 -3.0439 0.07
H 4.5135 4.6050 -1.2572 0.07
H 3.1854 4.6541 -2.6290 0.06
C -1.7233 -2.9497 -3.4457 -0.11
C -2.3570 -3.6769 -2.2981 -0.14
O -1.7681 -3.0576 -1.1635 0.06
C -1.3590 -1.8172 -1.5531 -0.53
O -0.9702 -0.9663 -0.8017 0.13
O -1.4475 -1.6687 -2.8986 0.07
H -2.3879 -2.8691 -4.3070 0.14
H -0.7826 -3.4076 -3.7645 0.14
H -3.4412 -3.5322 -2.2577 0.13
H -2.1427 -4.7467 -2.3123 0.13
C -2.9820 -0.4416 2.2074 -0.14
C -2.3264 -0.7334 3.5215 -0.15
O -1.0528 -0.1123 3.3903 0.06
C -1.1791 0.8660 2.4520 -0.55
O -0.3423 1.6917 2.2199 0.14
O -2.3791 0.7862 1.8146 0.06
H -4.0634 -0.3316 2.2956 0.13
H -2.7624 -1.2016 1.4521 0.12
H -2.8553 -0.2790 4.3640 0.13
H -2.2209 -1.8002 3.7048 0.12
C -4.9735 -4.5276 1.4679 -0.12
C -5.5942 -5.2670 2.6090 -0.13
O -5.0067 -4.6526 3.7491 0.07
C -4.6109 -3.4080 3.3715 -0.52
O -4.2262 -2.5600 4.1281 0.14
O -4.7049 -3.2462 2.0240 0.06
H -5.6426 -4.4468 0.6099 0.14
H -4.0327 -4.9759 1.1433 0.11
H -6.6793 -5.1323 2.6545 0.14
H -5.3700 -6.3335 2.5831 0.12
C 2.7149 3.4998 5.4684 -0.14
C 2.5173 2.0301 5.2514 -0.13
O 3.4234 1.7359 4.1985 0.04
C 4.3919 2.6922 4.2241 -0.54
O 5.3986 2.6519 3.5805 0.16
O 4.0660 3.7020 5.0797 0.06
H 2.5621 3.7925 6.5085 0.13
H 2.0683 4.1080 4.8292 0.13
H 2.7906 1.4367 6.1293 0.13
H 1.4939 1.7850 4.9623 0.13
C -0.3159 -7.4330 1.9974 -0.12
C -0.7762 -6.0591 2.3783 -0.11
O -2.1001 -6.0100 1.8591 0.04
C -2.5380 -7.2972 1.7559 -0.53
O -3.6724 -7.6136 1.5114 0.14
O -1.5269 -8.1797 1.9671 0.07
H 0.3823 -7.8546 2.7214 0.14
H 0.1416 -7.4614 1.0045 0.14
H -0.8157 -5.9152 3.4619 0.14
H -0.1571 -5.2753 1.9395 0.14
C -2.0654 6.0968 0.0610 -0.13
C -2.3162 7.3981 -0.6399 -0.14
O -1.9631 7.1100 -1.9850 0.07
C -2.0835 5.7639 -2.1509 -0.54
O -2.0222 5.2054 -3.2076 0.14
O -2.2829 5.1360 -0.9618 0.06
H -2.7470 5.9348 0.8973 0.13
H -1.0359 6.0050 0.4190 0.14
H -3.3686 7.6959 -0.6063 0.13
H -1.7054 8.2104 -0.2432 0.13